[1]
DFT (ωB97M-V/def2-TZVPD) results for a molecular structure, C37H33N6O6Re.

E_tot = -2287.927950 Ha
Molar mass = 843.91 u
Charge = +1
ΔE to the lowest compared entry with this formula, charge and spin = 0.00 kJ/mol
HOMO level (spin up / spin down) = -10.52 / -10.76 eV
Multiplicity = 2

Each line ends with the Mulliken charge.
Cartesian coordinates (Å):
Re (-0.223, 0.381, 0.828)  0.33
O (-1.492, 3.528, -1.438)  -0.66
C (-1.276, 2.454, -0.935)  0.31
N (-0.592, 2.211, 0.247)  0.44
C (-0.134, 3.255, 1.086)  0.69
C (-0.444, 4.607, 1.013)  -1.08
C (0.153, 5.474, 1.914)  -0.74
C (1.055, 5.015, 2.869)  -0.70
C (1.367, 3.669, 2.951)  -0.79
C (0.753, 2.798, 2.065)  0.33
N (0.970, 1.405, 1.981)  0.85
C (2.256, 0.874, 2.177)  -0.28
O (2.958, 1.012, 3.138)  -0.59
C (2.688, 0.126, 0.943)  1.12
C (3.991, -0.267, 0.744)  -0.74
C (4.341, -0.763, -0.506)  -0.59
C (3.373, -0.846, -1.494)  -0.75
C (2.071, -0.478, -1.198)  -0.26
N (1.735, -0.010, 0.003)  -0.09
C (-1.777, 1.184, -1.555)  0.27
C (-2.668, 1.233, -2.604)  -0.51
C (-3.170, 0.041, -3.104)  -0.70
C (-2.728, -1.149, -2.555)  -1.18
C (-1.805, -1.123, -1.524)  -0.75
N (-1.346, 0.027, -1.013)  0.14
H (-1.133, 4.971, 0.270)  0.51
H (-0.087, 6.527, 1.868)  0.42
H (1.507, 5.712, 3.561)  0.44
H (2.045, 3.291, 3.702)  0.55
H (4.707, -0.140, 1.545)  0.59
H (5.361, -1.057, -0.712)  0.47
H (3.618, -1.192, -2.488)  0.58
H (1.274, -0.555, -1.924)  0.43
H (-2.960, 2.201, -2.987)  0.63
H (-3.897, 0.044, -3.905)  0.47
H (-3.097, -2.102, -2.905)  0.54
H (-1.428, -2.028, -1.078)  0.96
C (-0.095, -1.407, 3.354)  -1.04
O (0.228, -1.545, 1.950)  0.04
C (0.230, -2.952, 1.606)  -0.61
C (1.106, -3.315, 0.441)  -0.84
O (0.528, -2.921, -0.782)  0.00
C (1.079, -3.618, -1.886)  -1.02
H (0.662, -1.927, 3.941)  0.40
H (-1.081, -1.831, 3.547)  0.35
H (-0.090, -0.350, 3.599)  0.33
H (-0.799, -3.263, 1.434)  0.14
H (0.632, -3.476, 2.475)  0.62
H (1.198, -4.408, 0.471)  0.64
H (2.117, -2.896, 0.554)  0.21
H (0.884, -4.691, -1.804)  0.35
H (2.161, -3.464, -1.954)  0.39
H (0.601, -3.235, -2.786)  0.25
O (-2.195, 2.255, 2.844)  -0.63
C (-2.724, 1.239, 2.468)  -0.43
N (-4.021, 0.865, 2.627)  0.16
C (-4.336, -0.421, 2.041)  3.17
C (-2.928, -0.838, 1.575)  -0.93
O (-2.642, -1.897, 1.045)  -0.57
N (-2.071, 0.203, 1.762)  0.74
C (-4.979, -1.361, 3.055)  -0.33
C (-4.628, -2.700, 3.177)  0.13
C (-5.271, -3.511, 4.105)  -1.13
C (-6.272, -2.998, 4.912)  -0.45
C (-6.636, -1.664, 4.785)  -1.00
C (-5.995, -0.855, 3.862)  -0.39
C (-5.171, -0.297, 0.758)  -0.20
C (-5.336, 0.933, 0.133)  -0.21
C (-6.065, 1.029, -1.046)  -0.98
C (-6.619, -0.105, -1.617)  -0.53
C (-6.441, -1.339, -1.005)  -0.97
C (-5.722, -1.436, 0.176)  -0.12
H (-4.668, 1.457, 3.116)  0.26
H (-3.857, -3.116, 2.545)  0.62
H (-4.986, -4.551, 4.192)  0.43
H (-6.772, -3.631, 5.633)  0.41
H (-7.422, -1.252, 5.404)  0.40
H (-6.310, 0.178, 3.768)  0.31
H (-4.908, 1.826, 0.571)  0.53
H (-6.205, 1.998, -1.509)  0.46
H (-7.200, -0.028, -2.527)  0.47
H (-6.878, -2.229, -1.439)  0.44
H (-5.600, -2.398, 0.656)  0.49


[2]
DFT (ωB97M-V/def2-TZVPD) results for a gas-phase ion, C9H15OS (charge +1) at a distorted geometry.

E_tot = -824.920098 Ha
Molar mass = 171.29 u
Charge = +1
ΔE to the lowest compared entry with this formula, charge and spin = 115.90 kJ/mol
HOMO level = -13.35 eV

Each line ends with the Mulliken charge.
Cartesian coordinates (Å):
C (1.507, 1.690, 0.593)  -0.43
C (-3.288, -0.117, -0.219)  -0.95
C (0.175, -1.207, 2.435)  -0.85
C (2.694, 0.765, 0.231)  -0.32
C (-2.329, 0.667, -0.808)  -0.25
C (-0.538, -1.190, 1.250)  -0.01
C (2.872, 0.586, -1.090)  -0.63
C (-1.376, 0.054, -1.785)  -0.37
C (0.053, -1.496, -0.082)  -0.73
O (0.266, 1.288, -0.060)  -0.23
S (0.307, 0.038, -1.105)  0.38
H (1.295, 1.605, 1.635)  0.30
H (1.583, 2.707, 0.313)  0.42
H (-3.965, 0.130, 0.518)  0.38
H (-3.438, -1.100, -0.634)  0.29
H (-0.276, -1.150, 3.440)  0.28
H (1.226, -1.113, 2.322)  0.22
H (3.044, 0.110, 0.948)  0.40
H (-2.104, 1.638, -0.363)  0.34
H (-1.486, -0.897, 1.096)  0.41
H (2.565, 1.325, -1.808)  0.37
H (3.666, -0.143, -1.402)  0.28
H (-1.438, -1.021, -2.209)  0.48
H (-1.461, 0.867, -2.608)  0.33
H (1.035, -1.961, 0.122)  0.41
H (-0.587, -2.075, -0.730)  0.50


[3]
DFT (ωB97M-V/def2-TZVPD) results for 2 unconnected molecules or ions with the total composition CH7N3S at a distorted geometry.

E_tot = -604.738793 Ha
Molar mass = 93.15 u
Charge = 0
ΔE to the lowest compared entry with this formula, charge and spin = 3.59 kJ/mol
SMILES = N=C(N)N.S
HOMO level = -9.20 eV

Each line ends with the Mulliken charge.
Cartesian coordinates (Å):
N (-0.180, -0.207, 1.268)  -0.34
C (-0.116, -0.832, 0.081)  0.65
N (0.578, -2.098, 0.033)  -0.60
N (-0.617, -0.327, -0.990)  -0.67
H (-0.606, 0.702, 1.349)  0.16
H (0.090, -0.566, 2.161)  0.17
H (0.714, -2.396, 0.993)  0.23
H (1.458, -1.877, -0.413)  0.25
H (-0.544, 1.996, -0.389)  0.09
H (-0.626, -1.097, -1.640)  0.24
S (0.140, 3.116, -0.640)  -0.31
H (-0.292, 3.587, -1.814)  0.14


[4]
DFT (ωB97M-V/def2-TZVPD) results for 2 unconnected molecules or ions with the total composition H9NSi3 at a distorted geometry.

E_tot = -928.463029 Ha
Molar mass = 107.34 u
Charge = 0
ΔE to the lowest compared entry with this formula, charge and spin = 267.15 kJ/mol
HOMO level (spin up / spin down) = -7.88 / -7.60 eV

Each line ends with the Mulliken charge.
Cartesian coordinates (Å):
N (-1.035, -1.998, 0.511)  -0.49
Si (-1.763, 1.249, -0.023)  0.27
Si (3.061, 0.431, -0.136)  0.28
Si (-0.443, -0.725, -0.536)  0.05
H (-1.595, -1.731, 1.229)  0.24
H (-1.309, -2.913, 0.136)  0.25
H (-2.312, 0.522, 1.311)  -0.11
H (-3.004, 1.647, -0.672)  -0.10
H (-1.013, 2.577, 0.077)  -0.08
H (4.258, -0.350, -0.067)  -0.10
H (3.432, 1.503, -1.041)  -0.09
H (2.602, 0.941, 1.174)  -0.08
H (-0.879, -1.153, -1.964)  -0.06


[5]
DFT (ωB97M-V/def2-TZVPD) results for CClNS in the gas phase at a distorted geometry.

E_tot = -951.029686 Ha
Molar mass = 93.54 u
Charge = 0
ΔE to the lowest compared entry with this formula, charge and spin = 444.55 kJ/mol
SMILES = N#S#CCl
HOMO level (spin up / spin down) = -9.00 / -9.00 eV

Each line ends with the Mulliken charge.
Cartesian coordinates (Å):
C (-0.357, 0.395, -0.586)  0.00
N (-0.382, -1.139, 0.783)  -0.22
S (-0.401, 0.310, 1.151)  0.29
Cl (1.140, 0.434, -1.348)  -0.07


[6]
DFT (ωB97M-V/def2-TZVPD) results for a molecular structure, C24H37BF17NO20S3Zr at a distorted geometry.

E_tot = -5460.240894 Ha
Molar mass = 1180.75 u
Charge = 0
ΔE to the lowest compared entry with this formula, charge and spin = 631.96 kJ/mol
HOMO level = -9.60 eV

Each line ends with the Mulliken charge.
Cartesian coordinates (Å):
Zr (-1.507, 2.831, 0.863)  0.32
N (-2.093, 2.620, -1.079)  0.23
S (-2.687, 1.488, -1.976)  0.47
O (-1.836, 0.784, -2.950)  -0.33
O (-4.123, 1.399, -2.138)  -0.58
F (-2.633, 0.460, -0.815)  -0.22
S (-2.260, 3.687, -2.566)  0.75
O (-3.474, 3.643, -3.410)  -0.49
O (-1.015, 4.117, -3.154)  -0.49
F (-2.674, 4.962, -1.733)  -0.29
B (-2.541, 4.666, 1.346)  0.63
H (-2.340, 4.145, 2.270)  0.10
H (-1.600, 4.913, 0.880)  -0.34
H (-3.096, 4.017, 0.686)  0.19
H (-3.121, 5.543, 1.589)  -0.11
O (0.109, 1.245, 0.613)  -0.25
C (-0.138, 0.108, 1.505)  1.04
C (-1.504, 0.136, 2.284)  -0.43
O (-2.032, 1.443, 2.481)  -0.95
H (0.729, 0.144, 2.165)  0.03
H (-0.137, -0.762, 0.848)  -0.57
H (-1.340, -0.362, 3.240)  0.52
H (-2.228, -0.527, 1.811)  -0.14
C (0.713, 7.918, -1.978)  -1.31
C (0.591, 6.782, -0.916)  -0.01
O (1.432, 5.702, -1.213)  -0.26
C (1.145, 4.356, -1.068)  0.57
O (0.149, 3.984, -0.434)  0.49
C (2.087, 3.386, -1.827)  0.81
F (3.078, 4.146, -2.273)  -0.27
F (2.474, 2.484, -0.995)  -0.21
F (1.444, 2.677, -2.778)  -0.08
H (-0.183, 8.524, -1.843)  0.37
H (0.701, 7.632, -3.030)  0.35
H (1.638, 8.427, -1.708)  0.33
H (-0.461, 6.595, -0.702)  0.09
H (1.046, 7.335, -0.095)  0.31
C (3.135, -2.179, -1.425)  -1.09
C (2.245, -0.972, -1.516)  1.07
O (1.945, -0.702, -2.872)  0.07
C (2.869, -0.191, -3.822)  0.36
O (4.050, -0.021, -3.592)  -0.55
C (2.281, 0.105, -5.225)  0.74
F (2.209, 1.444, -5.422)  -0.24
F (3.146, -0.423, -6.148)  -0.26
F (1.076, -0.367, -5.364)  -0.17
H (4.068, -1.983, -1.954)  0.48
H (2.583, -3.071, -1.720)  0.00
H (3.324, -2.352, -0.365)  0.29
H (2.719, -0.233, -0.870)  0.12
H (1.371, -1.287, -0.946)  -0.76
C (-2.002, -2.304, -3.307)  -1.46
C (-1.176, -2.794, -2.070)  0.93
O (0.007, -3.450, -2.504)  0.07
C (-0.110, -4.746, -2.906)  0.33
O (-1.022, -5.544, -2.672)  -0.56
C (1.089, -5.123, -3.831)  0.73
F (2.227, -4.667, -3.353)  -0.20
F (1.162, -6.458, -4.124)  -0.25
F (0.842, -4.473, -5.003)  -0.26
H (-2.585, -3.141, -3.692)  0.46
H (-1.485, -1.874, -4.165)  0.24
H (-2.620, -1.505, -2.897)  0.28
H (-1.749, -3.389, -1.359)  -0.11
H (-0.757, -1.937, -1.542)  -0.32
C (0.394, 1.907, 6.152)  -1.10
C (-0.142, 2.965, 5.167)  0.24
O (0.992, 3.589, 4.571)  -0.30
C (0.995, 3.766, 3.168)  0.26
O (0.098, 3.588, 2.333)  -0.62
C (2.394, 4.314, 2.800)  0.88
F (2.424, 4.918, 1.564)  -0.16
F (2.751, 5.178, 3.735)  -0.24
F (3.249, 3.343, 2.658)  -0.24
H (-0.304, 1.763, 6.977)  0.38
H (1.393, 2.173, 6.496)  0.30
H (0.428, 0.975, 5.588)  0.19
H (-0.724, 3.711, 5.707)  0.30
H (-0.762, 2.394, 4.476)  -0.11
C (-2.005, -7.209, 0.129)  -1.69
C (-1.617, -5.815, 0.539)  0.89
O (-2.868, -5.130, 0.721)  -0.23
C (-2.742, -3.816, 1.136)  0.18
O (-1.695, -3.279, 1.698)  -0.41
C (-4.112, -3.067, 0.856)  0.92
F (-4.073, -2.514, -0.343)  -0.23
F (-5.190, -3.941, 0.746)  -0.29
F (-4.258, -2.176, 1.862)  -0.23
H (-2.525, -7.585, 1.010)  0.44
H (-1.149, -7.809, -0.181)  0.39
H (-2.625, -7.159, -0.766)  0.35
H (-1.004, -5.435, -0.279)  -0.29
H (-1.007, -5.911, 1.438)  0.15
C (0.990, -3.375, 2.901)  0.18
C (2.240, -2.606, 3.433)  -0.06
O (3.145, -3.352, 2.688)  -0.32
S (2.868, -4.941, 2.648)  1.09
O (3.514, -5.650, 3.723)  -0.57
O (2.870, -5.644, 1.361)  -0.50
O (1.301, -4.680, 3.086)  -0.42
H (0.700, -3.165, 1.872)  -0.06
H (0.127, -3.108, 3.512)  0.32
H (2.510, -2.660, 4.488)  0.29
H (2.262, -1.570, 3.095)  0.14